# 1
Below is a 4-piece molecular cluster, C22H35N2O12P3S2 overall in a non-equilibrium geometry, with properties calculated with ωB97M-V/def2-TZVPD.

```
! wB97M-V def2-TZVPD RIJCOSX def2/J DEFGRID3
* xyz 0 1
S 2.040 4.410 3.478
C 0.493 3.859 3.144
N -0.570 3.090 3.235
C -0.360 1.837 2.458
C -1.682 1.110 2.007
C -1.569 -0.178 1.159
C -0.157 -0.699 0.806
C 1.187 -0.014 1.257
C 1.064 1.282 2.113
N 2.535 -0.536 0.932
C 2.664 -0.935 -0.492
C 3.994 -0.490 -1.205
C 4.218 -0.891 -2.702
C 3.098 -1.682 -3.418
C 1.767 -2.146 -2.745
C 1.570 -1.777 -1.255
S 0.070 -2.230 -0.243
H -2.712 1.521 2.277
H -2.536 -0.705 0.828
H 2.033 1.777 2.442
H 2.726 -1.411 1.468
H 4.809 0.097 -0.640
H 5.165 -0.625 -3.280
H 3.225 -1.962 -4.525
H 0.957 -2.731 -3.287
C 1.315 -5.323 7.736
O 2.341 -4.956 6.818
P 1.889 -3.679 5.753
O 1.326 -4.695 4.758
O 3.451 -3.352 5.372
C 4.522 -4.195 5.755
O 1.442 -2.312 4.822
C 0.529 -2.460 3.753
H 1.699 -6.109 8.389
H 1.032 -4.463 8.345
H 0.443 -5.702 7.198
H 4.362 -5.217 5.415
H 4.665 -4.158 6.837
H 5.434 -3.820 5.285
H -0.405 -2.908 4.100
H 0.970 -3.051 2.948
H 0.304 -1.465 3.358
C -8.150 3.201 1.994
O -7.708 4.459 2.496
P -5.999 4.560 2.697
O -6.125 4.007 4.118
O -6.033 6.199 2.746
C -7.239 6.935 2.836
O -4.289 4.656 2.736
C -3.572 3.990 3.757
H -9.233 3.240 1.866
H -7.686 3.000 1.027
H -7.903 2.404 2.699
H -7.831 6.620 3.694
H -7.809 6.843 1.909
H -6.984 7.989 2.968
H -3.815 2.925 3.769
H -3.768 4.446 4.729
H -2.503 4.094 3.546
C 0.795 -1.043 -10.942
O 2.063 -0.843 -10.323
P 2.011 -0.920 -8.602
O 1.712 0.578 -8.535
O 3.630 -1.157 -8.496
C 4.496 -1.020 -9.607
O 1.929 -1.153 -6.907
C 1.364 -0.149 -6.087
H 0.928 -1.013 -12.024
H 0.391 -2.018 -10.661
H 0.100 -0.253 -10.647
H 4.390 -0.041 -10.072
H 4.318 -1.821 -10.328
H 5.524 -1.115 -9.250
H 0.346 0.087 -6.409
H 1.988 0.745 -6.084
H 1.317 -0.532 -5.064
*
```

Values from the calculation:
- DFT total energy: -100453.168 eV
- Structure (SMILES): S=C=Nc1ccc2c(c1)Nc1ccccc1S2.COP(=O)(OC)OC.COP(=O)(OC)OC.COP(=O)(OC)OC


# 2
Below is an isolated ion of composition C4H9N2O2 and charge +1 in a non-equilibrium geometry, with properties calculated with ωB97M-V/def2-TZVPD.

```
! wB97M-V def2-TZVPD RIJCOSX def2/J DEFGRID3
* xyz 1 1
C 1.418 -0.307 1.445
C -1.491 0.986 -0.316
C 2.183 -1.576 1.332
C -2.251 0.886 -2.588
N 0.406 -0.149 0.407
N 1.563 0.549 2.322
O -0.641 0.710 0.631
O -1.387 0.475 -1.479
H -2.109 1.707 0.071
H 1.604 -2.420 1.790
H 3.083 -1.608 1.877
H 2.302 -1.950 0.273
H -3.296 0.730 -2.469
H -1.811 0.352 -3.316
H -2.054 1.987 -2.737
H 0.292 -0.820 -0.335
H 2.189 0.447 3.093
*
```

Values from the calculation:
- DFT total energy: -11358.457 eV


# 3
Below is C17H33As3N4O6W as an isolated structure in a non-equilibrium geometry, with properties calculated with ωB97M-V/def2-TZVPD.

```
! wB97M-V def2-TZVPD RIJCOSX def2/J DEFGRID3
* xyz 2 1
W -0.052 1.098 0.947
N 1.390 1.992 2.805
N 1.546 3.221 2.060
C 1.275 2.727 0.739
O 0.248 3.072 0.074
O 1.859 1.622 0.385
H 1.024 2.216 3.725
H 2.279 1.504 2.904
H 2.469 3.638 2.158
C 2.839 -1.499 0.996
As 0.921 -1.298 0.966
C 0.444 -2.072 2.675
C 0.046 -2.577 -0.205
C -0.030 -2.429 -1.730
C -0.762 -3.694 -2.221
C -0.924 -1.245 -2.164
As -0.763 0.590 -1.491
C -2.623 1.132 -1.514
C -0.013 1.806 -2.792
C 1.359 -2.436 -2.388
As 2.332 -0.727 -2.518
C 2.090 -0.429 -4.433
C 4.145 -1.449 -2.602
H 3.296 -0.990 0.155
H 3.079 -2.562 0.993
H 3.208 -1.053 1.920
H 0.696 -3.132 2.644
H -0.623 -1.965 2.859
H 1.011 -1.591 3.471
H -0.966 -2.628 0.209
H 0.529 -3.529 0.032
H -1.728 -3.819 -1.729
H -0.158 -4.580 -2.022
H -0.931 -3.642 -3.297
H -1.957 -1.488 -1.901
H -0.903 -1.148 -3.253
H -2.991 1.063 -2.538
H -2.700 2.165 -1.177
H -3.210 0.479 -0.871
H -0.338 1.499 -3.785
H 1.071 1.817 -2.731
H -0.399 2.798 -2.569
H 1.274 -2.822 -3.407
H 2.001 -3.140 -1.851
H 1.032 -0.347 -4.679
H 2.515 -1.265 -4.987
H 2.589 0.491 -4.733
H 4.475 -1.779 -1.619
H 4.828 -0.679 -2.958
H 4.170 -2.294 -3.291
O -4.974 1.199 4.381
C -4.374 2.382 4.350
O -4.690 3.298 5.047
C -3.116 2.502 3.535
C -2.363 3.675 3.500
N -1.305 3.476 2.710
N -1.322 2.226 2.203
C -2.420 1.643 2.699
C -2.609 0.255 2.199
O -3.514 -0.463 2.512
O -1.635 -0.061 1.340
H -4.549 0.523 3.819
H -2.546 4.617 3.995
H -0.555 4.105 2.448
*
```

Values from the calculation:
- DFT total energy: -220736.352 eV


Result set for orbital gap: 5.76 8.74 6.07 eV, one per record in the order listed.
Result set for relative energy (zero: lowest compared OMol25 entry of this formula, charge and spin): 8.176 4.511 0.236 eV, one per record in the order listed.